# 1
# C20H41N2OP3Y

A structure of composition C20H41N2OP3Y in a non-equilibrium geometry (ωB97M-V with the def2-TZVPD basis set, OMol25).

Its total charge is +3. The spin multiplicity is 1. The frontier orbital gap (spin up / spin down) comes out at 0.133 / 0.133 Eh. The calculation puts the calculated total energy at -55312.725 eV.

Atoms and positions in Å:
Y (0.40, -0.38, 0.81)
P (2.70, 1.37, 0.45)
P (-0.67, 2.71, 0.28)
P (-0.02, 0.63, -2.11)
H (-1.76, -5.77, 2.14)
C (-1.03, -5.91, 1.34)
C (0.20, -5.42, 1.32)
H (0.62, -4.84, 2.14)
C (3.70, 1.49, 2.00)
C (2.94, 3.10, -0.15)
C (3.84, 0.49, -0.72)
C (-2.50, 2.74, -0.03)
C (-0.70, 3.87, 1.72)
C (-0.23, 4.03, -0.92)
C (0.39, -0.99, -2.82)
C (0.92, 1.65, -3.33)
C (-1.70, 0.78, -2.88)
H (-1.36, -6.53, 0.51)
H (0.85, -5.63, 0.48)
H (3.44, 0.71, 2.73)
H (3.56, 2.47, 2.49)
H (4.75, 1.38, 1.72)
H (2.43, 3.81, 0.52)
H (2.55, 3.22, -1.16)
H (4.00, 3.37, -0.16)
H (3.62, -0.59, -0.75)
H (4.87, 0.63, -0.36)
H (3.76, 0.89, -1.74)
H (-2.85, 3.79, 0.08)
H (-2.97, 2.10, 0.73)
H (-2.75, 2.36, -1.04)
H (-1.46, 4.65, 1.53)
H (0.28, 4.34, 1.83)
H (-0.94, 3.32, 2.63)
H (-1.15, 4.59, -1.14)
H (0.18, 3.62, -1.85)
H (0.52, 4.71, -0.48)
H (0.33, -0.82, -3.90)
H (-0.34, -1.75, -2.52)
H (1.40, -1.32, -2.53)
H (1.08, 1.05, -4.24)
H (1.90, 1.93, -2.92)
H (0.34, 2.54, -3.59)
H (-1.78, 0.20, -3.82)
H (-1.89, 1.84, -3.10)
H (-2.43, 0.41, -2.15)
C (-1.16, -3.02, -0.17)
C (-2.52, -3.42, -0.28)
C (-2.90, -4.24, -1.35)
C (-1.93, -4.62, -2.29)
C (-0.56, -4.37, -2.10)
C (-0.16, -3.55, -1.04)
O (-0.83, -2.16, 0.79)
H (-1.53, -0.23, 0.25)
H (-3.18, -3.10, 0.53)
H (-3.94, -4.58, -1.42)
H (-2.25, -5.15, -3.18)
H (0.19, -4.88, -2.72)
H (0.88, -3.35, -0.74)
N (0.09, 1.41, 3.75)
C (-0.64, 1.26, 4.87)
C (-1.56, 0.25, 4.59)
C (-1.29, -0.20, 3.30)
N (-0.24, 0.50, 2.77)
H (0.99, 1.91, 3.62)
H (-0.42, 1.83, 5.77)
H (-2.30, -0.13, 5.26)
H (-1.79, -1.00, 2.76)



# 2
# C20H41N2P3SSc

A structure of composition C20H41N2P3SSc in a non-equilibrium geometry (ωB97M-V with the def2-TZVPD basis set, OMol25).

Its total charge is +3. The spin multiplicity is 1. The frontier orbital gap comes out at 0.120 Eh. The calculation puts the energy above the lowest of the compared OMol25 structures with the same formula, charge and spin at 0.00 kcal per mole. The calculation puts the calculated total energy at -83762.014 eV.

Atoms and positions in Å:
Sc (-0.09, -0.11, -0.08)
P (2.07, 1.03, 0.89)
P (-2.08, 1.73, 0.12)
P (0.59, 0.94, -2.37)
H (-1.25, -2.60, -0.62)
C (-0.35, -2.21, -1.14)
C (0.92, -2.20, -0.57)
H (1.16, -2.63, 0.41)
C (2.59, 0.62, 2.59)
C (1.99, 2.86, 1.02)
C (3.66, 0.79, 0.01)
C (-3.57, 1.08, -0.71)
C (-2.73, 2.18, 1.77)
C (-1.85, 3.39, -0.63)
C (1.80, -0.11, -3.24)
C (1.28, 2.60, -2.57)
C (-0.92, 0.99, -3.39)
H (-0.47, -2.15, -2.23)
H (1.81, -2.05, -1.20)
H (2.60, -0.47, 2.73)
H (1.93, 1.05, 3.34)
H (3.61, 1.00, 2.74)
H (1.16, 3.14, 1.68)
H (1.83, 3.31, 0.03)
H (2.93, 3.25, 1.45)
H (3.86, -0.29, -0.05)
H (4.47, 1.27, 0.58)
H (3.62, 1.20, -1.01)
H (-4.39, 1.81, -0.65)
H (-3.87, 0.14, -0.22)
H (-3.34, 0.86, -1.76)
H (-3.58, 2.85, 1.61)
H (-1.95, 2.69, 2.35)
H (-3.05, 1.29, 2.31)
H (-2.72, 4.02, -0.38)
H (-1.76, 3.31, -1.72)
H (-0.94, 3.84, -0.22)
H (1.94, 0.29, -4.25)
H (1.46, -1.15, -3.30)
H (2.75, -0.10, -2.69)
H (1.37, 2.83, -3.64)
H (2.27, 2.65, -2.10)
H (0.62, 3.34, -2.08)
H (-0.66, 1.29, -4.42)
H (-1.67, 1.67, -2.98)
H (-1.38, -0.01, -3.40)
C (-0.58, -2.85, -6.45)
C (-1.68, -2.86, -7.33)
C (-1.95, -3.99, -8.10)
C (-1.10, -5.10, -8.05)
C (0.09, -5.02, -7.31)
C (0.37, -3.89, -6.55)
S (-0.30, -1.49, -5.40)
H (-1.44, -1.47, -4.57)
H (-2.29, -1.96, -7.39)
H (-2.83, -4.00, -8.75)
H (-1.34, -6.00, -8.63)
H (0.80, -5.85, -7.35)
H (1.32, -3.78, -6.04)
N (-0.71, -1.97, 2.30)
C (-0.87, -2.10, 3.63)
C (-0.81, -0.82, 4.17)
C (-0.57, 0.05, 3.11)
N (-0.51, -0.67, 1.95)
H (-0.74, -2.71, 1.62)
H (-1.05, -3.05, 4.10)
H (-0.91, -0.51, 5.19)
H (-0.46, 1.12, 3.10)



What did the second record say?
# C20H41N2P3SSc

A structure of composition C20H41N2P3SSc in a non-equilibrium geometry (ωB97M-V with the def2-TZVPD basis set, OMol25).

Its total charge is +3. The spin multiplicity is 1. The frontier orbital gap comes out at 0.120 Eh. The calculation puts the energy above the lowest of the compared OMol25 structures with the same formula, charge and spin at 0.00 kcal per mole. The calculation puts the calculated total energy at -83762.014 eV.

Atoms and positions in Å:
Sc (-0.09, -0.11, -0.08)
P (2.07, 1.03, 0.89)
P (-2.08, 1.73, 0.12)
P (0.59, 0.94, -2.37)
H (-1.25, -2.60, -0.62)
C (-0.35, -2.21, -1.14)
C (0.92, -2.20, -0.57)
H (1.16, -2.63, 0.41)
C (2.59, 0.62, 2.59)
C (1.99, 2.86, 1.02)
C (3.66, 0.79, 0.01)
C (-3.57, 1.08, -0.71)
C (-2.73, 2.18, 1.77)
C (-1.85, 3.39, -0.63)
C (1.80, -0.11, -3.24)
C (1.28, 2.60, -2.57)
C (-0.92, 0.99, -3.39)
H (-0.47, -2.15, -2.23)
H (1.81, -2.05, -1.20)
H (2.60, -0.47, 2.73)
H (1.93, 1.05, 3.34)
H (3.61, 1.00, 2.74)
H (1.16, 3.14, 1.68)
H (1.83, 3.31, 0.03)
H (2.93, 3.25, 1.45)
H (3.86, -0.29, -0.05)
H (4.47, 1.27, 0.58)
H (3.62, 1.20, -1.01)
H (-4.39, 1.81, -0.65)
H (-3.87, 0.14, -0.22)
H (-3.34, 0.86, -1.76)
H (-3.58, 2.85, 1.61)
H (-1.95, 2.69, 2.35)
H (-3.05, 1.29, 2.31)
H (-2.72, 4.02, -0.38)
H (-1.76, 3.31, -1.72)
H (-0.94, 3.84, -0.22)
H (1.94, 0.29, -4.25)
H (1.46, -1.15, -3.30)
H (2.75, -0.10, -2.69)
H (1.37, 2.83, -3.64)
H (2.27, 2.65, -2.10)
H (0.62, 3.34, -2.08)
H (-0.66, 1.29, -4.42)
H (-1.67, 1.67, -2.98)
H (-1.38, -0.01, -3.40)
C (-0.58, -2.85, -6.45)
C (-1.68, -2.86, -7.33)
C (-1.95, -3.99, -8.10)
C (-1.10, -5.10, -8.05)
C (0.09, -5.02, -7.31)
C (0.37, -3.89, -6.55)
S (-0.30, -1.49, -5.40)
H (-1.44, -1.47, -4.57)
H (-2.29, -1.96, -7.39)
H (-2.83, -4.00, -8.75)
H (-1.34, -6.00, -8.63)
H (0.80, -5.85, -7.35)
H (1.32, -3.78, -6.04)
N (-0.71, -1.97, 2.30)
C (-0.87, -2.10, 3.63)
C (-0.81, -0.82, 4.17)
C (-0.57, 0.05, 3.11)
N (-0.51, -0.67, 1.95)
H (-0.74, -2.71, 1.62)
H (-1.05, -3.05, 4.10)
H (-0.91, -0.51, 5.19)
H (-0.46, 1.12, 3.10)